(1)
Molecular formula: C40H42I2N4ORhSSeTe
Method: DFT, ωB97M-V/def2-TZVPD

```
93
Properties=species:S:1:pos:R:3:lowdin_charge:R:1
Rh 0.3021 -0.9389 0.3398 0.514
I 5.9489 3.8395 -0.0701 0.808
C 4.6590 2.2517 -0.4461 -0.763
C 5.1162 0.9461 -0.3386 -0.240
C 4.2393 -0.1066 -0.5567 -0.628
I 5.0009 -2.0365 -0.6241 0.983
C 2.8728 0.1021 -0.8392 -0.479
O 2.0121 -0.8686 -0.9804 -0.243
C 2.4786 1.4393 -1.0514 -0.183
C 1.1328 1.7035 -1.6464 -0.169
N -0.0141 1.2833 -0.8267 -0.107
C -1.2368 1.6848 -1.5198 -0.172
C -2.4598 1.7279 -0.6457 -0.299
C -3.7070 2.0119 -1.2014 -0.044
C -4.7957 2.0954 -0.3602 -0.073
C -4.6048 1.9109 1.0059 -0.060
C -3.3248 1.6603 1.4592 -0.135
N -2.2677 1.5770 0.6514 0.107
C 3.3517 2.4956 -0.8341 -0.128
H 6.1507 0.7418 -0.1004 0.073
H 1.0432 1.1928 -2.6104 0.134
H 1.0601 2.7830 -1.8372 0.116
H 0.0074 1.8249 0.0392 0.022
H -1.3671 1.0307 -2.3880 0.128
H -1.1336 2.7090 -1.9142 0.125
H -3.8126 2.1370 -2.2724 0.115
H -5.7856 2.2783 -0.7580 0.106
H -5.4331 1.9491 1.6997 0.102
H -3.1223 1.5019 2.5131 0.100
H 3.0093 3.5115 -0.9921 0.094
Te 0.9740 0.5728 2.3095 1.026
C 0.2371 -0.2893 4.0588 -1.030
C -0.9371 0.0299 4.6934 -0.293
C -1.1312 -0.6825 5.9039 -0.203
C -0.0930 -1.5329 6.1662 -0.432
S 1.0905 -1.4728 4.9508 0.974
H -1.6322 0.7522 4.2941 0.077
H -2.0006 -0.5803 6.5374 0.092
H 0.0160 -2.2059 7.0019 0.057
Se -1.6029 -1.5976 1.6909 0.793
C -3.2493 -1.5448 0.7414 -0.606
C -3.4766 -1.2445 -0.6009 -0.134
C -4.7631 -1.3113 -1.1159 -0.180
N -5.8467 -1.6487 -0.4217 0.036
C -5.6279 -1.9406 0.8651 -0.178
C -4.3900 -1.9062 1.4739 -0.142
H -2.6748 -0.9341 -1.2522 0.081
H -4.9268 -1.0719 -2.1631 0.100
H -6.5028 -2.2155 1.4461 0.094
H -4.2999 -2.1561 2.5242 0.090
C 4.7467 -1.6798 3.4565 -0.056
C 3.6748 -2.6645 3.0704 -0.332
C 3.6272 -3.9392 3.6319 -0.051
C 2.6731 -4.8401 3.1856 -0.282
C 2.6037 -6.2349 3.7590 -0.063
C 1.7670 -4.4695 2.1952 -0.001
C 1.7656 -3.1811 1.6296 -0.287
C 2.7601 -2.3091 2.1009 -0.150
N 0.8927 -2.7754 0.6373 -0.142
C 0.4114 -3.6971 -0.4077 -0.432
C 1.5731 -4.5101 -1.0056 -0.077
C 1.0914 -5.3464 -2.1999 -0.282
C 0.5204 -4.4341 -3.2902 -0.119
C -0.6634 -3.6445 -2.7220 -0.275
C -1.7576 -4.6031 -2.2562 -0.119
C -1.1841 -5.5245 -1.1813 -0.287
C -0.0035 -6.3190 -1.7503 -0.124
C -0.7088 -4.6883 0.0126 -0.083
C -0.1369 -2.8185 -1.5450 -0.123
H 5.2109 -1.9493 4.4067 0.070
H 4.3406 -0.6695 3.5404 0.071
H 5.5295 -1.6526 2.6935 0.055
H 4.3348 -4.2259 4.4029 0.103
H 3.1942 -6.3127 4.6726 0.065
H 2.9880 -6.9726 3.0498 0.074
H 1.5751 -6.5138 3.9942 0.073
H 1.0339 -5.1971 1.8934 0.087
H 2.8453 -1.3398 1.6380 0.006
H 1.9943 -5.1709 -0.2446 0.115
H 2.3597 -3.8136 -1.3074 0.091
H 1.9392 -5.9087 -2.6038 0.135
H 0.1955 -5.0342 -4.1475 0.115
H 1.2918 -3.7409 -3.6388 0.121
H -1.0600 -2.9711 -3.4889 0.137
H -2.1363 -5.1887 -3.1015 0.116
H -2.5977 -4.0364 -1.8440 0.113
H -1.9616 -6.2180 -0.8453 0.136
H -0.3354 -6.9265 -2.6003 0.113
H 0.3890 -7.0017 -0.9898 0.117
H -0.3385 -5.3683 0.7755 0.097
H -1.5396 -4.1356 0.4486 0.081
H -0.9465 -2.1981 -1.1314 0.071
H 0.6626 -2.1732 -1.9046 0.099
```

Calculated values
Net charge: -1
Calculated total energy: -152857.1394 eV
Gap between HOMO and LUMO (spin up / spin down): 5.834 / 5.835 eV

(2)
Molecular formula: C40H42IrN3P2
Method: DFT, ωB97M-V/def2-TZVPD

```
88
Properties=species:S:1:pos:R:3:lowdin_spin:R:1
Ir -0.2753 -0.0823 0.4195 2.208
C 1.8596 1.6113 4.1384 0.009
C 0.8163 2.3130 4.7274 -0.002
C -0.4624 2.1815 4.2181 0.007
C -0.6885 1.3486 3.1270 0.013
N 0.3355 0.7077 2.5392 0.122
C 1.5687 0.8312 3.0394 0.011
C -2.0208 1.0549 2.5626 0.042
C -3.1910 1.4426 3.2116 -0.004
C -4.4267 1.0229 2.7455 0.036
C -4.4985 0.1645 1.6573 -0.002
C -3.3327 -0.2240 1.0096 0.050
C -2.0881 0.2677 1.3996 0.092
H 2.8694 1.6665 4.5216 0.001
H 0.9986 2.9563 5.5797 0.000
H -1.2754 2.7327 4.6665 0.001
H 2.3571 0.2835 2.5349 0.001
H -3.1491 2.0382 4.1158 0.000
H -5.3296 1.3384 3.2524 0.002
H -5.4554 -0.2169 1.3256 -0.001
H -3.4164 -0.9339 0.1937 0.005
N -0.7951 -2.3409 1.1185 0.143
C 0.1655 -2.9685 2.0499 0.012
C 1.4451 -3.3731 1.3440 0.000
C 2.3625 -2.2124 1.0061 0.002
N 1.7512 -1.2485 0.0480 0.041
H -1.6823 -2.2112 1.5908 0.002
H -0.9677 -2.9594 0.3320 0.005
H -0.2823 -3.8479 2.5147 0.005
H 0.3828 -2.2493 2.8433 0.001
H 1.1996 -3.9379 0.4364 0.000
H 2.0015 -4.0450 1.9963 0.000
H 3.2875 -2.6067 0.5860 0.001
H 2.6190 -1.6763 1.9196 0.000
H 1.6035 -1.7432 -0.8274 0.004
H 2.4457 -0.5381 -0.1675 0.006
C 1.7841 2.4063 -0.1309 0.128
C 0.4837 3.0368 0.1469 0.196
P -0.5661 2.3830 -1.4780 0.240
C -1.7149 1.4529 -2.6435 0.105
C -2.6542 0.5412 -2.1969 0.021
C -3.5199 -0.0635 -3.1033 0.005
C -3.4379 0.2434 -4.4501 -0.004
C -2.5021 1.1739 -4.8952 0.010
C -1.6521 1.7947 -3.9952 0.015
C -1.3112 3.9982 -1.9617 0.016
C -0.5919 5.0598 -2.5000 0.003
C -1.2455 6.2180 -2.9015 0.000
C -2.6203 6.3270 -2.7612 0.002
C -3.3437 5.2756 -2.2131 0.001
C -2.6976 4.1150 -1.8200 0.004
P 1.5295 1.8904 -2.0755 0.207
C 1.2921 0.5819 -3.3616 0.062
C 1.5935 0.8188 -4.7058 0.015
C 1.2913 -0.1332 -5.6689 0.003
C 0.6797 -1.3259 -5.3132 0.005
C 0.3537 -1.5602 -3.9849 0.001
C 0.6596 -0.6122 -3.0226 0.033
C 2.8126 2.9718 -2.7778 0.013
C 3.8403 2.4071 -3.5413 0.007
C 4.8599 3.2046 -4.0412 0.000
C 4.8725 4.5673 -3.7820 0.006
C 3.8997 5.1204 -2.9601 0.000
C 2.8882 4.3259 -2.4461 0.006
H 2.0217 1.5432 0.4834 0.009
H 2.6341 3.0807 -0.1788 0.003
H 0.4512 4.1169 0.0198 0.010
H -0.0376 2.7404 1.0507 0.010
H -2.7340 0.3246 -1.1467 0.014
H -4.2610 -0.7699 -2.7482 0.000
H -4.1145 -0.2214 -5.1562 0.000
H -2.4397 1.4292 -5.9461 0.001
H -0.9562 2.5505 -4.3417 0.002
H 0.4733 4.9804 -2.6502 0.001
H -0.6765 7.0322 -3.3332 0.000
H -3.1304 7.2232 -3.0902 0.000
H -4.4186 5.3509 -2.1085 0.000
H -3.2750 3.2967 -1.4054 0.000
H 2.0243 1.7575 -5.0199 0.001
H 1.5276 0.0713 -6.7065 0.000
H 0.4397 -2.0616 -6.0712 0.000
H -0.1501 -2.4785 -3.7047 0.000
H 0.3326 -0.7763 -2.0057 0.032
H 3.8624 1.3428 -3.7286 0.000
H 5.6483 2.7540 -4.6309 0.000
H 5.6495 5.1930 -4.2033 0.000
H 3.9347 6.1739 -2.7118 0.000
H 2.1718 4.7725 -1.7682 0.001
```

Calculated values
Net charge: +2
Calculated total energy: -68030.4057 eV
Energy above the lowest of the compared OMol25 structures with the same formula, charge and spin: 357.3 kJ/mol
Gap between HOMO and LUMO (spin up / spin down): 5.809 / 6.780 eV
2S+1: 5